1.
A cluster of 2 separate species, ClH5N3PS in total in a non-equilibrium geometry, computed with wB97M-V/def2-TZVPD.

charge: 0
F_max: 0.0522 hartree/bohr
relative energy (zero: lowest compared OMol25 entry of this formula, charge and spin): 1.440 eV
LUMO: 0.40 eV
gap between HOMO and LUMO: 9.9 eV

Last column: Löwdin charge in e.
Element x y z (Å)
N1 1.358 -1.696 -1.623  0.03
N2 -1.193 2.373 1.857  -0.23
N3 -0.092 0.509 0.310  -0.76
P1 -1.372 0.951 1.211  0.13
S1 -2.810 -0.304 1.146  0.21
Cl1 1.293 1.315 -0.037  0.63
H1 2.069 -1.350 -1.018  -0.01
H2 1.321 -2.659 -1.735  -0.02
H3 -1.971 2.746 2.376  -0.03
H4 1.451 -1.386 -2.597  0.03
H5 -0.055 -0.497 0.111  0.01


2.
A structure of composition C13H13Ir, computed with wB97M-V/def2-TZVPD.

charge: +2
F_max: 0.0062 hartree/bohr
LUMO: -9.82 eV
gap between HOMO and LUMO: 7.1 eV

Last column: Löwdin charge in e.
Element x y z (Å)
Ir1 -0.190 -0.428 -0.063  1.39
C1 -1.774 -2.051 -0.421  -0.08
C2 -1.295 -1.561 -1.653  -0.10
C3 -1.378 -0.167 -1.936  -0.10
C4 -1.935 0.749 -1.011  -0.09
C5 -2.334 0.261 0.240  -0.09
C6 -2.243 -1.135 0.541  -0.10
H1 -1.690 -3.101 -0.177  0.15
H2 -0.849 -2.230 -2.376  0.15
H3 -0.976 0.193 -2.875  0.15
H4 -1.994 1.802 -1.245  0.14
H5 -2.683 0.940 1.007  0.15
H6 -2.531 -1.494 1.520  0.15
C7 1.392 -1.734 0.590  -0.02
C8 1.733 -0.349 0.689  -0.43
C9 1.929 0.356 -0.544  -0.10
C10 2.002 1.783 -0.526  0.04
C11 1.636 2.513 0.588  -0.02
C12 1.136 1.831 1.682  0.04
C13 1.058 0.407 1.706  -0.10
H7 1.148 -2.278 1.494  0.10
H8 1.818 -2.320 -0.214  0.10
H9 2.350 -0.172 -1.390  0.14
H10 2.363 2.293 -1.412  0.14
H11 1.719 3.590 0.596  0.14
H12 0.801 2.382 2.554  0.14
H13 0.788 -0.080 2.634  0.14


3.
A structure of composition C32H33BrCdF5N3OS, computed with wB97M-V/def2-TZVPD.

charge: 0
F_max: 0.0154 hartree/bohr
relative energy (zero: lowest compared OMol25 entry of this formula, charge and spin): 0.000 eV
LUMO: 0.18 eV
gap between HOMO and LUMO: 7.8 eV

Last column: Löwdin charge in e.
Element x y z (Å)
Cd1 0.555 -0.159 -0.223  1.27
O1 5.995 3.242 -0.870  0.10
C1 4.786 2.657 -0.966  -0.31
C2 4.552 1.501 -1.705  0.02
C3 3.273 0.992 -1.728  -0.18
N1 2.241 1.543 -1.071  -0.04
C4 2.493 2.657 -0.394  -0.74
Br1 1.041 3.472 0.497  0.86
C5 3.728 3.263 -0.306  -0.05
H1 6.658 2.711 -1.322  0.12
H2 5.347 1.001 -2.245  0.12
H3 3.052 0.100 -2.306  0.06
H4 3.876 4.174 0.258  0.12
C6 0.057 1.143 -3.482  -0.07
C7 -0.825 2.098 -2.667  -0.40
C8 -0.867 3.482 -3.316  -0.07
C9 -2.200 1.482 -2.467  -0.14
C10 -3.172 1.595 -3.452  -0.04
C11 -4.413 0.993 -3.305  -0.07
C12 -4.681 0.243 -2.175  -0.04
C13 -3.733 0.084 -1.167  -0.14
C14 -4.061 -0.836 0.002  -0.38
C15 -4.393 -2.246 -0.498  -0.06
C16 -5.206 -0.285 0.857  -0.06
C17 -2.500 0.743 -1.310  -0.17
N2 -1.503 0.658 -0.289  -0.04
C18 -1.777 1.114 0.900  -0.12
C19 -0.883 1.042 1.991  -0.40
C20 -1.051 1.553 3.280  -0.04
C21 0.132 1.284 3.956  -0.04
C22 0.986 0.620 3.049  -0.29
N3 0.369 0.463 1.866  -0.02
C23 2.368 0.089 3.364  -0.55
C24 3.250 0.028 2.120  -0.07
C25 2.222 -1.328 3.945  -0.04
C26 3.049 0.994 4.401  -0.06
H5 1.056 1.563 -3.625  0.07
H6 -0.388 0.964 -4.465  0.09
H7 0.164 0.170 -2.994  0.05
H8 -0.370 2.221 -1.687  0.05
H9 -1.172 3.429 -4.365  0.07
H10 0.127 3.935 -3.286  0.08
H11 -1.560 4.144 -2.793  0.09
H12 -2.959 2.167 -4.349  0.11
H13 -5.166 1.098 -4.077  0.10
H14 -5.645 -0.249 -2.078  0.11
H15 -3.184 -0.921 0.637  0.11
H16 -5.321 -2.250 -1.077  0.08
H17 -4.519 -2.930 0.346  0.08
H18 -3.595 -2.634 -1.132  0.08
H19 -6.118 -0.174 0.263  0.08
H20 -4.961 0.695 1.275  0.07
H21 -5.425 -0.963 1.687  0.08
H22 -2.746 1.581 1.078  0.14
H23 -1.931 2.059 3.657  0.11
H24 0.363 1.539 4.981  0.10
H25 2.833 -0.620 1.351  0.01
H26 4.229 -0.379 2.390  0.09
H27 3.404 1.027 1.698  0.07
H28 1.769 -1.999 3.212  0.08
H29 1.591 -1.319 4.837  0.09
H30 3.204 -1.728 4.218  0.09
H31 3.054 2.034 4.067  0.09
H32 4.083 0.672 4.548  0.08
H33 2.547 0.947 5.369  0.08
F1 -0.527 -7.080 0.431  0.13
C27 0.042 -5.922 0.106  -0.15
C28 1.384 -5.864 -0.202  -0.15
F2 2.114 -6.978 -0.172  0.13
C29 1.966 -4.658 -0.535  -0.26
F3 3.270 -4.658 -0.819  0.08
C30 1.251 -3.467 -0.587  -0.55
S1 2.074 -1.981 -1.030  0.57
C31 -0.100 -3.573 -0.271  -0.25
F4 -0.892 -2.488 -0.277  0.02
C32 -0.703 -4.765 0.073  -0.15
F5 -2.003 -4.806 0.372  0.12


4.
An isolated molecule of C18H33N3O2, computed with wB97M-V/def2-TZVPD.

charge: 0
F_max: 0.0125 hartree/bohr
SMILES string: NCCCC[C@H]1CNC(=O)C(=O)N1CCCCC1CCCCC1
relative energy (zero: lowest compared OMol25 entry of this formula, charge and spin): 0.103 eV
LUMO: 0.43 eV
gap between HOMO and LUMO: 9.8 eV

Last column: Löwdin charge in e.
Element x y z (Å)
N1 0.549 -7.212 -0.486  -0.01
C1 0.429 -6.391 0.702  -0.30
C2 -0.185 -4.996 0.494  -0.21
C3 0.703 -4.079 -0.346  -0.21
C4 0.092 -2.686 -0.481  -0.14
C5 0.996 -1.704 -1.244  -0.26
C6 1.017 -1.977 -2.752  -0.12
N2 -0.304 -1.737 -3.274  0.09
C7 -1.132 -0.788 -2.775  -0.40
O1 -2.285 -0.681 -3.124  0.10
C8 -0.479 0.170 -1.775  -0.35
O2 -0.870 1.313 -1.662  0.09
N3 0.562 -0.332 -1.067  -0.02
C9 1.233 0.525 -0.108  -0.14
C10 0.784 0.283 1.336  -0.17
C11 1.203 1.425 2.273  -0.20
C12 0.077 2.423 2.560  -0.18
C13 -0.480 3.161 1.338  -0.34
C14 0.524 4.151 0.748  -0.17
C15 -0.061 4.814 -0.496  -0.20
C16 -1.345 5.558 -0.144  -0.21
C17 -2.351 4.596 0.478  -0.20
C18 -1.756 3.921 1.710  -0.17
H1 1.163 -6.777 -1.165  0.06
H2 -0.359 -7.339 -0.920  0.07
H3 -0.188 -6.945 1.415  0.11
H4 1.429 -6.287 1.132  0.11
H5 -1.160 -5.102 0.011  0.11
H6 -0.348 -4.540 1.472  0.11
H7 1.685 -4.001 0.126  0.12
H8 0.843 -4.518 -1.337  0.10
H9 -0.877 -2.751 -0.981  0.12
H10 -0.085 -2.283 0.517  0.11
H11 2.016 -1.780 -0.851  0.15
H12 1.307 -3.009 -2.957  0.12
H13 1.749 -1.312 -3.231  0.13
H14 -0.677 -2.338 -3.994  0.15
H15 0.996 1.549 -0.399  0.11
H16 2.313 0.373 -0.198  0.13
H17 -0.303 0.183 1.353  0.12
H18 1.214 -0.658 1.689  0.10
H19 2.066 1.943 1.853  0.10
H20 1.518 1.002 3.230  0.11
H21 0.445 3.160 3.279  0.12
H22 -0.742 1.882 3.041  0.11
H23 -0.751 2.436 0.566  0.12
H24 1.457 3.647 0.487  0.10
H25 0.760 4.915 1.494  0.12
H26 0.666 5.505 -0.929  0.11
H27 -0.286 4.045 -1.238  0.11
H28 -1.770 6.013 -1.041  0.11
H29 -1.119 6.360 0.565  0.11
H30 -3.263 5.132 0.751  0.11
H31 -2.613 3.831 -0.255  0.12
H32 -2.487 3.230 2.138  0.11
H33 -1.525 4.674 2.469  0.12


5.
An isolated molecule of C17H26N2O2 in a non-equilibrium geometry, computed with wB97M-V/def2-TZVPD.

charge: 0
F_max: 0.0611 hartree/bohr
SMILES string: CNCCC[C@](C#N)(c1ccc(OC)c(OC)c1)C(C)C
relative energy (zero: lowest compared OMol25 entry of this formula, charge and spin): 2.545 eV
LUMO: 0.71 eV
gap between HOMO and LUMO: 9.1 eV

Last column: Löwdin charge in e.
Element x y z (Å)
C1 0.225 3.514 -3.107  -0.14
N1 0.467 2.104 -2.813  -0.12
C2 -0.522 1.487 -1.888  -0.23
C3 -0.204 0.018 -1.862  -0.17
C4 1.238 -0.280 -1.346  -0.13
C5 1.233 -1.059 -0.022  -0.39
C6 0.707 -2.402 -0.334  -0.18
N2 0.290 -3.486 -0.517  0.19
C7 0.337 -0.277 0.961  -0.17
C8 -0.865 -0.805 1.530  -0.01
C9 -1.564 -0.064 2.503  0.00
C10 -1.116 1.187 2.947  -0.18
O1 -1.813 1.966 3.883  -0.08
C11 -3.170 1.636 4.158  -0.08
C12 0.063 1.723 2.402  -0.18
O2 0.406 3.032 2.784  -0.09
C13 1.808 3.350 2.888  -0.06
C14 0.752 1.003 1.419  0.03
C15 2.641 -1.180 0.599  -0.33
C16 2.587 -1.838 2.010  -0.05
C17 3.652 -2.009 -0.280  -0.06
H1 0.148 4.112 -2.194  0.08
H2 -0.728 3.666 -3.656  0.07
H3 1.031 3.912 -3.733  0.07
H4 0.580 1.555 -3.638  0.09
H5 -1.497 1.626 -2.260  0.10
H6 -0.490 1.947 -0.921  0.11
H7 -1.000 -0.480 -1.255  0.12
H8 -0.294 -0.347 -2.865  0.10
H9 1.768 -0.815 -2.119  0.11
H10 1.771 0.647 -1.193  0.11
H11 -1.248 -1.775 1.209  0.11
H12 -2.471 -0.468 2.927  0.10
H13 -3.689 1.577 3.199  0.10
H14 -3.289 0.707 4.698  0.08
H15 -3.631 2.442 4.733  0.09
H16 1.962 4.253 3.482  0.09
H17 2.258 3.541 1.937  0.07
H18 2.299 2.491 3.398  0.11
H19 1.631 1.452 0.969  0.12
H20 3.126 -0.194 0.684  0.13
H21 2.185 -1.145 2.755  0.08
H22 3.570 -2.129 2.333  0.07
H23 1.934 -2.704 2.027  0.08
H24 3.748 -1.553 -1.299  0.08
H25 4.670 -2.011 0.168  0.08
H26 3.371 -3.057 -0.429  0.08


6.
An isolated molecule of C5H10INS in a non-equilibrium geometry, computed with wB97M-V/def2-TZVPD.

charge: 0
F_max: 0.0766 hartree/bohr
SMILES string: C/C=C/N(CC)SI
relative energy (zero: lowest compared OMol25 entry of this formula, charge and spin): 0.166 eV
LUMO: -0.31 eV
gap between HOMO and LUMO: 8.1 eV

Last column: Löwdin charge in e.
Element x y z (Å)
C1 1.900 -0.468 -2.212  -0.09
C2 0.666 -0.183 -1.339  -0.16
C3 0.582 -0.645 -0.139  -0.26
N1 -0.144 -0.343 1.023  -0.57
C4 -1.058 0.771 0.967  -0.30
C5 -2.526 0.303 0.853  -0.07
S1 0.485 -1.026 2.430  0.32
I1 2.316 0.322 3.172  0.31
H1 2.686 -1.092 -1.725  0.08
H2 1.579 -0.756 -3.216  0.06
H3 2.448 0.526 -2.443  0.09
H4 -0.152 0.301 -1.689  0.06
H5 1.463 -1.228 0.110  0.08
H6 -0.682 1.513 0.184  0.13
H7 -0.954 1.498 1.755  0.10
H8 -2.550 -0.801 0.575  0.10
H9 -3.169 0.430 1.700  0.05
H10 -2.890 0.877 -0.006  0.07


The highest LUMO belongs to which entry? C17H26N2O2